# 1
ORCA calculation (ωB97M-V/def2-TZVPD) on C45H52GaN3OSSi as an isolated structure.

Geometry as ORCA input:
```
! wB97M-V def2-TZVPD RIJCOSX def2/J DEFGRID3
* xyz 0 1
Ga 0.0669 0.0745 -0.3703
C 0.2156 -2.6808 2.3480
C -0.9328 -3.5760 1.8828
C -2.2297 -3.1357 2.5657
C -1.1078 -3.7135 0.3762
C -1.2368 -5.0045 -0.1315
C -1.5014 -5.2348 -1.4710
C -1.6543 -4.1604 -2.3287
C -1.5365 -2.8541 -1.8672
C -1.7651 -1.7107 -2.8384
C -3.2056 -1.6994 -3.3525
C -0.7595 -1.7448 -3.9893
C -1.2490 -2.6351 -0.5100
N -1.1705 -1.3025 -0.0178
C -2.3976 -0.6359 0.1587
C -2.4012 0.7299 0.2101
N -1.2119 1.4078 0.0039
C -1.2227 2.7900 -0.3167
C -0.6857 3.7005 0.6040
C -0.6954 5.0572 0.2969
C -1.2306 5.5147 -0.8942
C -1.7540 4.6078 -1.8004
C -1.7539 3.2425 -1.5390
C -2.2889 2.2916 -2.5968
C -1.3540 2.2640 -3.8075
C -3.7133 2.6391 -3.0298
C -0.1303 3.2412 1.9372
C -1.0044 3.7388 3.0897
C 1.3250 3.6683 2.1230
C -3.7722 1.2063 0.4386
C -4.3861 2.4169 0.6087
C -5.7970 2.4419 0.7960
C -6.5590 1.3032 0.8037
C -5.9408 0.0330 0.6309
C -6.5824 -1.2379 0.5969
C -5.8329 -2.3677 0.4058
C -4.4178 -2.3377 0.2467
C -3.7739 -1.1303 0.2889
C -4.5693 0.0347 0.4685
H 0.4114 -2.8585 3.4083
H -0.0569 -1.6344 2.2194
H 1.1408 -2.8710 1.8049
H -0.7084 -4.5876 2.2346
H -2.4987 -2.1212 2.2656
H -2.1048 -3.1463 3.6509
H -3.0618 -3.7935 2.3117
H -1.1384 -5.8435 0.5480
H -1.6070 -6.2472 -1.8394
H -1.8828 -4.3377 -3.3733
H -1.6190 -0.7723 -2.3007
H -3.4272 -2.6095 -3.9153
H -3.3656 -0.8482 -4.0176
H -3.9164 -1.6299 -2.5271
H -0.8803 -2.6459 -4.5949
H 0.2678 -1.7251 -3.6188
H -0.9009 -0.8840 -4.6458
H -0.2875 5.7665 1.0078
H -1.2339 6.5736 -1.1197
H -2.1622 4.9677 -2.7376
H -2.3200 1.2897 -2.1707
H -1.2739 3.2567 -4.2574
H -1.7323 1.5816 -4.5717
H -0.3473 1.9483 -3.5301
H -3.7508 3.5973 -3.5536
H -4.3864 2.6910 -2.1739
H -4.0933 1.8767 -3.7134
H -0.1712 2.1502 1.9435
H -1.0166 4.8304 3.1322
H -0.6267 3.3709 4.0463
H -2.0338 3.3956 2.9748
H 1.4178 4.7561 2.1614
H 1.9522 3.3127 1.3016
H 1.7264 3.2716 3.0583
H -3.8317 3.3473 0.5918
H -6.2799 3.4019 0.9299
H -7.6322 1.3658 0.9389
H -7.6571 -1.3059 0.7143
H -6.3279 -3.3304 0.3726
H -3.8835 -3.2678 0.0954
C 6.7539 1.9308 -0.7078
Si 4.9914 2.2116 -1.2820
C 4.8045 1.5543 -3.0194
C 4.5674 4.0328 -1.2126
C 3.8570 1.3419 -0.0292
C 4.2851 1.2614 1.2930
C 3.4920 0.7342 2.3075
C 2.2310 0.2964 1.9800
N 1.7918 0.3509 0.7197
C 2.5691 0.8465 -0.2740
S 1.7314 0.8013 -1.8080
H 7.4482 2.3686 -1.4283
H 6.9802 0.8649 -0.6360
H 6.9667 2.3875 0.2601
H 5.6067 1.9806 -3.6288
H 3.8541 1.8352 -3.4705
H 4.8915 0.4676 -3.0650
H 5.2018 4.6103 -1.8882
H 4.6978 4.4320 -0.2044
H 3.5274 4.1982 -1.5036
H 5.2720 1.6262 1.5541
H 3.8404 0.6787 3.3282
H 1.5442 -0.1023 2.7144
O 2.7930 -2.7170 -0.8914
C 1.7592 -2.2727 -0.9958
*
```

Summary:
Max |F|: 0.75 eV/A
ΔE to the lowest compared entry with this formula, charge and spin: 4.02 kcal/mol
Orbital gap: 6.13 eV



# 2
ORCA calculation (ωB97M-V/def2-TZVPD) on C45H53KN8O7S3 as an isolated structure at a distorted geometry.

Geometry as ORCA input:
```
! wB97M-V def2-TZVPD RIJCOSX def2/J DEFGRID3
* xyz -2 1
K 0.5951 -0.0134 0.1858
O 3.7412 1.9559 5.1158
C 2.5014 2.3720 5.4632
C 2.2424 2.6866 6.8248
C 0.9293 3.0314 7.1824
C -0.1122 3.0311 6.2645
C 0.1089 2.5915 4.9530
C 1.4430 2.3853 4.5210
C 1.6243 1.8256 3.1170
O 0.6850 1.5287 2.3940
N 2.9450 1.6839 2.7731
N 3.1459 1.3580 1.5401
C 4.4493 1.1837 1.2532
C 4.8458 0.9822 -0.0812
C 6.1693 1.1247 -0.4947
C 6.4726 1.4349 -1.8312
C 5.4442 1.7652 -2.7226
C 4.1806 1.3899 -2.4003
C 3.8602 0.7307 -1.1485
O 2.9469 -0.1068 -0.9634
H 3.6424 1.8299 4.1019
H 3.1019 2.4929 7.5155
H 0.7121 3.2389 8.2516
H -1.1271 3.3363 6.5731
H -0.6232 2.4160 4.1908
H 5.2158 1.2870 2.0296
H 6.9706 1.0106 0.2435
H 7.5216 1.4945 -2.0684
H 5.6317 2.1614 -3.7273
H 3.3133 1.4644 -3.0481
N -2.1948 0.3798 -0.0273
C -3.1421 -0.4261 -0.8151
C -4.3614 -0.8390 0.0090
C -4.1608 -2.1317 0.8543
N -2.7823 -2.2007 1.3385
H -2.2606 0.0357 0.9841
H -2.3104 1.3963 -0.1626
H -2.4943 -1.2633 -1.1501
H -3.4568 0.1881 -1.7053
H -5.2375 -0.9997 -0.6450
H -4.6364 -0.0730 0.7038
H -4.4578 -2.9882 0.2680
H -4.8085 -2.1317 1.7331
H -2.2268 -2.5177 0.5514
H -2.6584 -2.8488 2.1485
O -1.9180 1.0720 -3.7150
S -1.7557 1.2222 -5.1869
C -0.8380 -0.2472 -5.7743
C 0.5359 -0.5096 -5.0736
C 0.4679 -1.0837 -3.6345
C -0.4574 -2.2680 -3.4572
S -0.2766 -3.4142 -2.0163
O -0.5054 -2.5680 -0.7519
C 1.3412 -4.0601 -1.9157
C 2.1030 -3.9208 -3.0965
C 3.4078 -4.2693 -3.0267
C 4.0363 -4.6891 -1.8455
C 3.1957 -4.9584 -0.7407
C 1.8429 -4.5768 -0.7447
C -0.4648 2.4560 -5.5164
C 0.3609 2.8059 -4.3965
C 1.2149 3.8933 -4.5028
C 1.3159 4.5587 -5.7618
C 0.5124 4.1643 -6.8196
C -0.3729 3.0480 -6.7303
H -0.6828 -0.1878 -6.8372
H -1.5814 -1.0591 -5.5690
H 1.2205 0.3665 -5.1325
H 0.9997 -1.2291 -5.7850
H 0.0851 -0.3666 -2.9534
H 1.5384 -1.3470 -3.3910
H -0.4198 -2.9234 -4.3545
H -1.4742 -1.9485 -3.4325
H 1.6324 -3.4922 -3.9800
H 3.9533 -4.3089 -3.9702
H 5.1014 -4.9169 -1.8448
H 3.5591 -5.4844 0.1655
H 1.1315 -4.6127 0.1002
H 0.1735 2.2016 -3.5138
H 1.8231 4.2069 -3.6777
H 2.0230 5.3460 -5.9281
H 0.4681 4.7885 -7.7205
H -0.9751 2.7330 -7.5547
C -1.9145 -6.4691 6.2504
C -0.8779 -5.3749 5.9102
C 0.4677 -6.0650 5.6445
C -1.3901 -4.4218 4.8377
N -1.5422 -5.1273 3.5274
C -0.6748 -5.1491 2.4807
N -1.3326 -5.6132 1.3990
N -2.5950 -5.8548 1.7924
N -2.8047 -5.4109 3.0506
H -1.5919 -7.0729 7.1341
H -1.9859 -7.1428 5.3649
H -2.8981 -6.0528 6.4149
H -0.8157 -4.6124 6.7872
H 0.4751 -6.8985 4.9572
H 0.9479 -6.3850 6.5870
H 1.2281 -5.3733 5.2285
H -0.6911 -3.5210 4.6906
H -2.4031 -4.1144 5.1166
H 0.4502 -5.0341 2.4533
O -5.7142 8.1794 -1.8884
C -4.8745 8.1086 -0.7900
O -4.8976 9.0524 0.0077
C -4.0535 6.8275 -0.6454
C -4.1884 5.6812 -1.3619
C -3.2078 4.7041 -1.2957
C -2.2349 4.7153 -0.2692
S -0.9697 3.6603 -0.2023
C -2.2132 5.8479 0.6210
C -3.0482 6.9237 0.3717
H -5.6484 7.3720 -2.4808
H -4.9791 5.5419 -2.0937
H -3.1707 3.8841 -2.0166
H -1.5642 5.6842 1.4616
H -2.9973 7.8371 0.9475
*
```

Summary:
Max |F|: 4.89 eV/A
ΔE to the lowest compared entry with this formula, charge and spin: 24.16 kcal/mol
Orbital gap: 3.78 eV



# 3
ORCA calculation (ωB97M-V/def2-TZVPD) on C45H53N5O5P2S3Se3TeTl as an isolated structure.

Geometry as ORCA input:
```
! wB97M-V def2-TZVPD RIJCOSX def2/J DEFGRID3
* xyz 1 1
Tl 0.2443 0.1091 -0.0072
Se 2.2283 -2.4608 -2.0707
Se 2.3134 -4.7977 -1.7006
Te 1.2969 -4.2364 0.6296
Se 2.6606 -2.1074 0.2227
C 0.8194 5.4296 0.7384
N 0.8600 5.2155 -0.6995
C 1.5408 6.2534 -1.4565
P 0.6996 3.7183 -1.3530
O 0.0970 2.7696 -0.3909
O 2.1975 3.3423 -1.8090
P 3.0012 1.9600 -2.0762
O 2.2535 0.7477 -1.6858
N 3.2809 2.0404 -3.6901
C 3.9580 3.1597 -4.3279
C 3.3727 0.7958 -4.4515
N 4.3862 2.1475 -1.1961
C 4.4681 1.4472 0.0882
C 5.0603 3.4416 -1.1533
N -0.1156 3.8321 -2.7679
C -1.5617 3.6341 -2.7426
C 0.4613 3.8685 -4.1010
H 0.3482 6.3927 0.9414
H 1.8216 5.4324 1.1832
H 0.2230 4.6523 1.2057
H 1.0711 7.2190 -1.2638
H 1.4672 6.0516 -2.5245
H 2.6000 6.3210 -1.1857
H 3.7707 4.0868 -3.7886
H 3.5704 3.2780 -5.3421
H 5.0382 2.9965 -4.3923
H 2.9997 -0.0336 -3.8595
H 4.4069 0.5890 -4.7390
H 2.7677 0.8798 -5.3568
H 3.9578 0.4912 0.0255
H 4.0256 2.0377 0.8995
H 5.5192 1.2711 0.3191
H 5.1096 3.8992 -2.1360
H 6.0815 3.2902 -0.8042
H 4.5586 4.1340 -0.4671
H -1.9204 3.5821 -1.7179
H -1.8277 2.7026 -3.2497
H -2.0630 4.4615 -3.2492
H 1.5078 4.1463 -4.0619
H -0.0689 4.6102 -4.7025
H 0.3800 2.8969 -4.5977
C -8.5721 -0.4540 -3.2928
C -7.2587 -0.5013 -2.5620
C -7.2074 -0.8139 -1.2061
C -6.0054 -0.8207 -0.5164
C -4.8379 -0.5234 -1.1966
C -4.8631 -0.1833 -2.5414
C -6.0706 -0.1887 -3.2199
S -3.2911 -0.4584 -0.2951
O -3.6210 -0.3329 1.1491
C -2.6915 -2.1389 -0.6044
C -2.2206 -2.3585 -1.9207
C -1.7756 -3.5847 -2.2999
C -1.7483 -4.6537 -1.3717
C -1.3144 -5.9451 -1.7553
C -1.2670 -6.9637 -0.8488
C -1.6363 -6.7287 0.4935
C -2.0668 -5.4936 0.8902
C -2.1489 -4.4201 -0.0366
C -2.6358 -3.1231 0.3444
C -3.1518 -3.0140 1.7407
C -4.4692 -3.5013 2.0204
C -5.3414 -3.9431 0.9951
C -6.5851 -4.4221 1.2934
C -7.0241 -4.4855 2.6321
C -6.2047 -4.0702 3.6413
C -4.9091 -3.5748 3.3632
C -4.0328 -3.1784 4.4078
C -2.7837 -2.7272 4.1256
C -2.3524 -2.6487 2.7793
S -0.7048 -2.0576 2.4096
O 0.3132 -3.0665 2.8866
C -0.6781 -0.7189 3.5825
C -1.4838 0.3874 3.3399
C -1.4103 1.4660 4.2014
C -0.5377 1.4598 5.2916
C -0.4598 2.6502 6.2064
C 0.2451 0.3317 5.5121
C 0.1822 -0.7638 4.6597
H -9.3092 -1.1043 -2.8242
H -8.4551 -0.7543 -4.3334
H -8.9724 0.5617 -3.2854
H -8.1240 -1.0510 -0.6787
H -5.9647 -1.0404 0.5411
H -3.9505 0.0895 -3.0575
H -6.0970 0.0639 -4.2728
H -2.2237 -1.5372 -2.6264
H -1.4290 -3.7569 -3.3113
H -1.0130 -6.1075 -2.7825
H -0.9499 -7.9520 -1.1546
H -1.5753 -7.5335 1.2144
H -2.3374 -5.3299 1.9240
H -5.0157 -3.8993 -0.0353
H -7.2380 -4.7564 0.4976
H -8.0090 -4.8741 2.8549
H -6.5300 -4.1248 4.6728
H -4.3720 -3.2455 5.4340
H -2.1144 -2.4280 4.9201
H -2.2005 0.3829 2.5212
H -2.0416 2.3297 4.0288
H -1.3732 2.7442 6.7962
H -0.3462 3.5724 5.6344
H 0.3788 2.5666 6.8960
H 0.9193 0.3096 6.3601
H 0.7983 -1.6406 4.8152
S 3.5733 1.3171 3.9705
C 2.5678 2.5928 3.4365
C 1.7361 2.1429 2.4637
N 1.8837 0.8178 2.1364
C 2.8107 0.2665 2.8632
H 2.6392 3.5814 3.8579
H 0.9956 2.7273 1.9406
H 3.0972 -0.7732 2.7937
*
```

Summary:
Max |F|: 0.45 eV/A
ΔE to the lowest compared entry with this formula, charge and spin: 0.00 kcal/mol
Orbital gap: 6.64 eV



# 4
ORCA calculation (ωB97M-V/def2-TZVPD) on C45H54CaClF5NO3S2 as an isolated structure at a distorted geometry.

Geometry as ORCA input:
```
! wB97M-V def2-TZVPD RIJCOSX def2/J DEFGRID3
* xyz -1 1
Ca -0.6065 -1.9380 0.1667
C 3.1054 3.6446 3.0000
C 4.0532 2.6107 2.3773
C 4.6776 3.2065 1.1054
C 5.1690 2.3307 3.3940
C 3.3100 1.3368 1.9860
C 2.0200 1.3853 1.5433
C 1.3315 0.1994 1.1898
N 0.0680 0.0853 0.8024
C -0.8306 0.9885 0.4055
C -0.5771 2.2805 -0.0995
C -1.6061 3.1191 -0.4391
C -2.9377 2.6469 -0.2851
C -3.2648 1.3841 0.1359
C -2.1996 0.4704 0.4853
O -2.3812 -0.7097 0.8768
C -4.7150 0.9291 0.2830
C -4.9736 0.5830 1.7602
C -5.7118 2.0104 -0.1411
C -4.9736 -0.3102 -0.5915
C -1.2890 4.5381 -0.9114
C -2.5463 5.3539 -1.2255
C -0.5289 5.2564 0.2187
C -0.4163 4.4896 -2.1729
C 1.9711 -1.1105 1.3547
O 1.2846 -2.1464 1.1655
C 3.3715 -1.1218 1.7219
C 3.9693 0.0718 2.0112
C 4.1258 -2.4439 1.8382
C 5.6224 -2.2352 2.0835
C 3.9797 -3.2558 0.5381
C 3.5474 -3.2321 3.0252
H 3.6791 4.4886 3.3875
H 2.5407 3.2058 3.8244
H 2.3979 4.0414 2.2707
H 5.2310 4.1205 1.3379
H 3.9013 3.4433 0.3761
H 5.3620 2.4916 0.6449
H 5.5854 3.2728 3.7547
H 5.9885 1.7625 2.9528
H 4.7832 1.7755 4.2513
H 1.4709 2.3160 1.5282
H 0.4521 2.5725 -0.2637
H -3.7408 3.3229 -0.5392
H -4.7386 1.4379 2.3992
H -4.3517 -0.2563 2.0671
H -6.0247 0.3234 1.9100
H -5.6168 2.9109 0.4702
H -6.7265 1.6279 -0.0189
H -5.5797 2.2819 -1.1917
H -4.2368 -1.0834 -0.3852
H -4.9164 -0.0378 -1.6494
H -5.9722 -0.7057 -0.3897
H -3.2163 5.3899 -0.3648
H -3.0877 4.9378 -2.0777
H -2.2617 6.3782 -1.4719
H -1.1057 5.2044 1.1440
H -0.3582 6.3079 -0.0262
H 0.4382 4.7851 0.3981
H -0.9409 3.9695 -2.9771
H 0.5216 3.9641 -1.9913
H -0.1803 5.5020 -2.5102
H 5.0101 0.0581 2.3009
H 6.0759 -1.6463 1.2826
H 6.1154 -3.2080 2.1085
H 5.8115 -1.7413 3.0399
H 4.3400 -2.6750 -0.3144
H 2.9417 -3.5170 0.3573
H 4.5633 -4.1774 0.6031
H 3.7114 -2.6850 3.9576
H 4.0277 -4.2104 3.1050
H 2.4791 -3.3841 2.8965
F 2.8447 -5.3904 -5.9177
C 2.5949 -4.4115 -5.0355
C 1.6687 -4.5911 -4.0250
F 1.0251 -5.7617 -3.9224
C 1.4113 -3.5723 -3.1319
F 0.5521 -3.8323 -2.1341
C 2.0189 -2.3067 -3.2048
S 1.6220 -1.0121 -2.1604
C 2.9806 -2.1873 -4.2249
F 3.6533 -1.0379 -4.3610
C 3.2655 -3.2029 -5.1126
F 4.1926 -3.0291 -6.0674
Cl 0.2361 -4.9789 2.1242
C -1.1854 -4.1462 2.6795
C -1.3061 -3.8594 4.0256
C -2.4505 -3.2360 4.5068
C -3.4770 -2.9321 3.6121
C -3.3606 -3.2211 2.2721
C -2.1861 -3.8105 1.7203
C -2.0282 -4.0217 0.3373
H -0.5027 -4.1313 4.6992
H -2.5431 -3.0078 5.5609
H -4.3836 -2.4632 3.9803
H -4.1755 -2.9963 1.5936
H -2.9042 -3.9080 -0.2936
H -1.2936 -4.7376 -0.0126
O -1.5345 -1.4327 -1.6638
S -1.2886 -1.3633 -3.1346
C -1.0188 0.3910 -3.5813
C -2.3801 1.0627 -3.6034
C -3.3011 0.1018 -4.3451
C -3.0246 -1.2905 -3.7903
H -0.5523 0.3658 -4.5697
H -0.3252 0.8126 -2.8624
H -2.3404 2.0335 -4.1030
H -2.7195 1.2135 -2.5766
H -3.0672 0.1284 -5.4128
H -4.3509 0.3787 -4.2246
H -3.1633 -2.0793 -4.5286
H -3.6245 -1.5189 -2.9112
*
```

Summary:
Max |F|: 2.40 eV/A
Orbital gap (alpha / beta): 3.77 / 3.98 eV



Q: Number 3 is which compound?
A: C45H53N5O5P2S3Se3TeTl



Q: Which value of max |F| does entry 2 give?
A: 4.89 eV/A



Q: The highest max |F| belongs to which entry?
A: C45H53KN8O7S3